Computed, not measured: an isolated molecule of C7H12O7, with ωB97M-V/def2-TZVPD.

Output
* net charge: 0
* E_HOMO: -0.3692 Ha
* 2S+1: 1
* structure (SMILES): C[C@@]1(O)[C@H](O)[C@@H](CO)O[C@@]2(O)O[C@]21O
* orbital gap: 10.58 eV

Each line ends with the Löwdin charge.
Atoms and positions in Å:
C 0.25 -0.11 -2.42  0.017
C -0.36 -0.38 -1.07  -0.372
O -0.91 -1.65 -0.85  0.056
C 0.75 -0.12 0.07  -0.228
O 1.60 -1.23 0.06  -0.004
C 0.12 0.10 1.45  -0.279
C 1.12 0.11 2.60  -0.198
O 1.69 -1.16 2.79  -0.051
O -0.52 1.34 1.52  0.042
C -1.48 1.53 0.51  -0.433
O -2.58 2.10 1.02  0.142
O -0.96 2.14 -0.74  0.130
C -1.42 0.82 -0.78  -0.396
O -2.58 0.53 -1.47  0.091
H 1.18 -0.63 -2.26  0.085
H 0.34 0.97 -2.45  0.098
H -0.21 -0.50 -3.33  0.100
H -1.80 -1.77 -1.15  0.099
H 1.44 0.79 0.00  0.198
H 0.95 -1.93 -0.03  0.102
H -0.57 -0.76 1.80  0.202
H 0.56 0.43 3.42  0.105
H 2.03 0.77 2.39  0.155
H 2.01 -1.34 1.90  0.059
H -2.23 2.75 1.67  0.148
H -3.07 1.37 -1.43  0.132